1.
{"formula": "C29H65N7O9", "method": "the ωB97M-V functional and the def2-TZVPD basis", "species": ["C", "N", "C", "C", "O", "H", "H", "H", "H", "H", "H", "H", "C", "N", "C", "C", "O", "H", "H", "H", "H", "H", "H", "H", "C", "N", "C", "C", "O", "H", "H", "H", "H", "H", "H", "H", "C", "N", "C", "C", "O", "H", "H", "H", "H", "H", "H", "H", "C", "N", "C", "C", "O", "H", "H", "H", "H", "H", "H", "H", "C", "N", "C", "C", "O", "H", "H", "H", "H", "H", "H", "H", "C", "N", "C", "C", "O", "H", "H", "H", "H", "H", "H", "H", "C", "C", "C", "O", "C", "H", "H", "H", "H", "H", "H", "H", "H", "C", "C", "C", "O", "C", "H", "H", "H", "H", "H", "H", "H", "H"], "coordinates": [[-14.3616, 16.6288, 23.6522], [-13.9231, 15.5036, 24.4355], [-12.8962, 14.7050, 24.1127], [-12.4907, 13.6872, 25.1483], [-12.3091, 14.7910, 23.0321], [-13.8728, 17.5342, 24.0246], [-15.4343, 16.8055, 23.6981], [-14.0623, 16.4679, 22.6206], [-14.3315, 15.2939, 25.3297], [-12.5733, 12.6892, 24.7212], [-13.0679, 13.7112, 26.0779], [-11.4832, 13.8507, 25.5339], [-13.7342, 8.1846, 22.9770], [-13.2435, 8.4749, 21.6655], [-12.5060, 7.5955, 20.9668], [-12.1021, 7.9636, 19.5644], [-12.2156, 6.4841, 21.3971], [-13.9104, 9.1234, 23.5103], [-13.0566, 7.6074, 23.6001], [-14.7102, 7.6914, 23.0184], [-13.5324, 9.2904, 21.1393], [-12.1883, 9.0356, 19.3720], [-12.6382, 7.3960, 18.8068], [-11.0543, 7.6866, 19.4359], [-14.6734, 11.5050, 15.3707], [-15.0837, 12.7230, 16.0287], [-16.2437, 12.8666, 16.7315], [-16.5954, 14.2746, 17.1526], [-17.0225, 11.9307, 16.8894], [-14.2782, 10.7504, 16.0601], [-13.9117, 11.7381, 14.6329], [-15.5151, 10.9861, 14.9155], [-14.3248, 13.2967, 16.3694], [-15.7894, 14.9343, 16.8236], [-16.6567, 14.3912, 18.2360], [-17.5343, 14.5680, 16.6915], [-7.3218, 12.3155, 24.9047], [-8.2760, 11.2161, 24.8216], [-9.4072, 11.1518, 25.5622], [-10.2400, 9.8944, 25.3949], [-9.7647, 12.0563, 26.3106], [-6.7190, 12.2886, 23.9975], [-6.6114, 12.0711, 25.6995], [-7.8183, 13.2658, 25.0649], [-8.1155, 10.5462, 24.0876], [-10.2296, 9.3325, 26.3268], [-9.7434, 9.2167, 24.6898], [-11.2141, 10.1082, 24.9654], [-11.2884, 11.6024, 21.8598], [-12.2180, 12.5742, 21.3518], [-13.3308, 12.2254, 20.6762], [-14.2109, 13.4019, 20.2818], [-13.5180, 11.0839, 20.2735], [-11.4084, 10.5693, 21.5369], [-11.3018, 11.5679, 22.9531], [-10.2647, 11.8401, 21.5593], [-12.2448, 13.4372, 21.9002], [-14.6009, 13.1485, 19.2974], [-13.5828, 14.2880, 20.2042], [-14.9853, 13.5793, 21.0260], [-19.8826, 10.9108, 18.9194], [-18.4572, 10.6656, 18.9965], [-17.8341, 10.2068, 20.1019], [-16.3252, 10.3111, 20.0261], [-18.4341, 9.8222, 21.1014], [-20.1005, 11.8925, 18.4922], [-20.4276, 10.7904, 19.8488], [-20.3159, 10.2341, 18.1756], [-17.9117, 11.2069, 18.3271], [-15.8588, 9.3362, 20.1919], [-15.9696, 10.9117, 20.8604], [-15.9848, 10.6456, 19.0505], [-7.3353, 11.3187, 20.3639], [-7.5124, 9.8946, 20.2351], [-8.1507, 9.1748, 21.1887], [-8.4242, 7.7228, 20.8845], [-8.5792, 9.6892, 22.2182], [-7.3070, 11.7191, 19.3463], [-6.3796, 11.5881, 20.8200], [-8.1163, 11.8606, 20.8878], [-7.3426, 9.3955, 19.3823], [-8.4593, 7.5457, 19.8074], [-9.3970, 7.4914, 21.3124], [-7.6592, 7.0684, 21.2994], [-16.1725, 17.7087, 18.8421], [-17.5493, 17.8870, 19.3826], [-17.7102, 16.6709, 20.2814], [-16.3816, 16.2277, 20.6383], [-15.4099, 17.0994, 20.0049], [-15.7486, 18.6615, 18.5155], [-16.1309, 17.0214, 17.9915], [-18.3636, 18.0881, 18.6872], [-17.5219, 18.8073, 19.9812], [-18.1521, 15.8443, 19.7251], [-18.3259, 17.0005, 21.1179], [-14.4826, 16.6257, 19.6852], [-15.1339, 17.8810, 20.7258], [-17.6626, 11.1973, 24.0425], [-17.2725, 12.5677, 24.5589], [-15.8324, 12.7101, 24.0066], [-15.5034, 11.5143, 23.3147], [-16.3512, 10.4574, 23.7819], [-18.1806, 11.2974, 23.0874], [-18.3354, 10.6438, 24.7030], [-17.3036, 12.6773, 25.6450], [-17.8941, 13.3896, 24.2006], [-15.1411, 12.8095, 24.8487], [-15.7877, 13.5089, 23.2672], [-15.9086, 9.9431, 24.6425], [-16.4918, 9.7242, 22.9879]], "atomic_forces_ev_per_a": [[0.301, 0.515, -0.018], [-0.259, -0.372, 0.586], [0.494, -0.122, -0.274], [-0.107, -0.028, 0.678], [-0.130, 0.220, 0.240], [0.006, 0.057, -0.180], [-0.055, -0.376, 0.049], [-0.046, -0.011, -0.024], [-0.200, 0.344, -0.012], [0.180, -0.019, -0.008], [-0.422, 0.041, -0.301], [0.231, -0.068, -0.624], [-0.753, 0.680, 1.073], [0.331, -0.022, -0.751], [-0.336, -1.339, -0.085], [0.598, 0.734, -0.181], [0.269, 0.105, 0.247], [0.193, 0.111, -0.160], [0.302, -0.143, -0.426], [0.084, -0.279, -0.422], [-0.068, 0.373, 0.480], [-0.177, -0.059, -0.085], [-0.311, -0.021, 0.200], [-0.012, -0.014, 0.103], [-0.090, -0.957, 0.481], [0.248, 0.442, 0.414], [-0.774, -0.755, -0.254], [1.043, 0.140, 0.235], [0.340, 0.416, -0.290], [0.185, 0.231, 0.136], [-0.068, 0.017, -0.106], [-0.140, 0.447, -0.200], [-0.118, 0.241, -0.374], [-0.244, 0.210, -0.079], [-0.208, -0.269, 0.013], [-0.033, -0.054, -0.018], [0.186, -1.078, 0.141], [0.036, 0.215, -0.039], [-0.388, 0.318, -0.103], [1.245, -0.580, -0.761], [0.248, -0.107, -0.010], [-0.237, 0.336, -0.175], [-0.115, 0.515, 0.244], [0.065, 0.065, 0.017], [-0.278, -0.196, -0.033], [-0.590, 0.313, 0.197], [-0.101, 0.162, -0.102], [-0.232, 0.074, 0.494], [1.022, -0.536, 0.418], [-0.356, -0.161, 0.445], [0.723, 0.268, -0.320], [0.496, -0.417, 0.051], [-0.305, -0.163, -0.185], [-0.657, 0.227, -0.287], [0.003, 0.129, -0.020], [-0.062, 0.253, 0.119], [0.085, -0.014, -0.359], [-0.402, 0.132, 0.133], [-0.116, 0.113, 0.052], [-0.202, -0.052, -0.199], [-0.422, -0.357, -0.980], [-0.292, 0.769, -0.060], [0.057, 0.394, 0.310], [-0.178, -0.778, 0.218], [0.179, -0.171, -0.186], [0.293, 0.205, 0.309], [0.353, -0.067, 0.247], [-0.127, -0.210, 0.230], [-0.046, -0.494, 0.150], [-0.226, -0.108, -0.012], [0.005, 0.329, -0.199], [0.103, 0.329, 0.134], [0.749, 0.636, -1.111], [-0.539, -0.513, 0.840], [-0.660, 0.127, 0.308], [0.002, 0.140, -0.364], [0.506, -0.009, -0.034], [0.019, 0.100, 0.115], [-0.031, -0.163, 0.146], [-0.277, -0.534, 0.182], [0.225, 0.388, -0.238], [-0.002, -0.059, 0.029], [0.068, -0.213, 0.062], [-0.027, 0.060, 0.173], [0.969, 0.176, -1.104], [-0.199, 0.854, 0.605], [0.141, 0.142, -0.590], [0.345, 0.319, -0.125], [-0.873, 0.705, 0.392], [0.134, -0.123, -0.019], [-0.129, 0.029, 0.022], [0.113, -0.535, -0.271], [-0.058, -0.208, 0.252], [-0.384, -0.029, 0.233], [0.193, -0.701, 0.439], [-0.268, -0.636, 0.212], [0.026, -0.018, -0.033], [-0.739, -0.657, 0.124], [0.464, 0.459, 0.047], [-0.373, -0.328, 0.263], [0.161, -0.468, -0.204], [-0.408, 0.601, -0.290], [0.073, -0.121, -0.005], [0.082, 0.083, 0.023], [0.188, -0.355, 0.033], [-0.159, -0.230, -0.257], [0.176, 0.465, -0.213], [0.415, 0.231, 0.277], [-0.097, 0.229, 0.215], [0.158, 0.079, -0.082]], "smiles": "CNC(C)=O.CNC(C)=O.CNC(C)=O.CNC(C)=O.CNC(C)=O.CNC(C)=O.CNC(C)=O.C1CCOC1.C1CCOC1", "de_lowest_kcal_mol": 0.0, "orbital_gap_ev": 9.147, "total_energy_ev": -59988.2054, "multiplicity": 1, "max_force_ev_per_a": 1.6, "homo_ha": -0.32204}

=====

2.
{"formula": "C29H66BBrF4N8O9PS2", "method": "the ωB97M-V functional and the def2-TZVPD basis", "species": ["C", "B", "O", "N", "C", "C", "O", "C", "N", "C", "C", "N", "C", "S", "C", "Br", "C", "F", "F", "C", "F", "F", "C", "P", "O", "O", "S", "N", "C", "C", "O", "H", "H", "H", "H", "H", "H", "H", "H", "H", "H", "H", "H", "H", "H", "H", "H", "H", "H", "H", "H", "H", "H", "C", "C", "C", "O", "C", "N", "H", "H", "H", "H", "H", "H", "H", "H", "H", "H", "H", "C", "C", "C", "O", "C", "N", "H", "H", "H", "H", "H", "H", "H", "H", "H", "H", "H", "C", "C", "C", "O", "C", "N", "H", "H", "H", "H", "H", "H", "H", "H", "H", "H", "H", "C", "C", "C", "O", "C", "N", "H", "H", "H", "H", "H", "H", "H", "H", "H", "H", "H"], "coordinates": [[6.8902, 4.6339, 0.6022], [6.5806, 3.1504, -0.0877], [6.8127, 3.0676, -1.5629], [6.0441, 1.9591, 0.7433], [7.2013, 1.1308, 1.3400], [8.0010, 1.9219, 2.5477], [8.4637, 0.8641, 3.4908], [4.7023, 1.6694, 0.9247], [4.2202, 0.5480, 1.7909], [4.5833, 0.6271, 3.2381], [5.2450, -0.8508, 3.6601], [5.2143, -1.8382, 2.6978], [2.7598, 0.2423, 1.7040], [2.5271, -1.0535, 0.3345], [1.7137, 1.4885, 1.6631], [1.1076, 1.9541, 3.5660], [0.2719, 1.2073, 0.9345], [-0.5486, 2.4456, 1.2367], [0.2880, 1.1244, -0.5400], [-0.6168, -0.0305, 1.4819], [-0.0308, -0.9393, 2.4662], [-1.9128, 0.4899, 2.0522], [2.4236, 2.7797, 0.9555], [2.7481, 4.3020, 2.0560], [1.2700, 5.1404, 2.5770], [3.5069, 5.4861, 0.9612], [4.0506, 4.0602, 3.4786], [3.6927, 2.5113, 0.1947], [3.4390, 2.0914, -1.2302], [3.0703, 3.3671, -2.2479], [3.4644, 3.1789, -3.5368], [6.4522, 5.4456, -0.1557], [6.2275, 4.7066, 1.5713], [8.0306, 4.7882, 0.8301], [6.6538, 4.0148, -1.8992], [7.9879, 1.0457, 0.4457], [6.8956, 0.0316, 1.5969], [7.2730, 2.6227, 3.1817], [8.8669, 2.6188, 2.1648], [8.6667, 0.0840, 2.8718], [5.3935, 1.4832, 3.4294], [3.7349, 0.8137, 4.0066], [5.7403, -0.9646, 4.7178], [5.7004, -2.6598, 3.1498], [2.4830, -0.3722, 2.6923], [3.8011, -1.1866, -0.2867], [-0.9491, -0.6921, 0.5455], [1.6428, 3.1688, 0.1371], [0.6099, 4.9006, 1.8368], [3.0394, 5.2755, 0.0787], [4.4797, 1.6832, -1.6512], [2.6746, 1.2315, -1.3929], [2.5653, 4.3626, -1.8871], [-3.9238, -4.8644, -2.0460], [-2.8541, -5.0540, -0.9717], [-2.5065, -3.7575, -0.2044], [-1.6922, -2.8371, -0.9358], [-2.4016, -2.0493, -1.8795], [-1.6605, -5.6526, -1.5873], [-3.5333, -4.3978, -2.9546], [-4.3395, -5.8333, -2.3446], [-4.7501, -4.2492, -1.6742], [-3.2563, -5.7671, -0.2430], [-1.9149, -4.0368, 0.6778], [-3.4073, -3.2592, 0.1739], [-3.4073, -1.7938, -1.5332], [-2.4452, -2.5681, -2.8386], [-1.8427, -1.1198, -2.0372], [-0.9919, -5.8785, -0.8502], [-1.1910, -4.9145, -2.1208], [-3.2491, -9.5356, 3.5960], [-3.3363, -8.5113, 2.4657], [-4.7429, -7.8930, 2.2938], [-5.6955, -8.7547, 1.6651], [-6.2644, -9.7273, 2.5281], [-2.8652, -9.1340, 1.2199], [-3.6728, -10.5057, 3.3217], [-2.2026, -9.7157, 3.8667], [-3.7669, -9.1778, 4.4921], [-2.6497, -7.6956, 2.7204], [-4.6495, -7.0235, 1.6295], [-5.1352, -7.5131, 3.2450], [-6.3988, -9.3501, 3.5460], [-5.6485, -10.6282, 2.5299], [-7.2466, -10.0052, 2.1289], [-2.8209, -8.4181, 0.4939], [-3.6067, -9.7619, 0.8946], [-2.1283, 2.5777, -6.2565], [-3.1427, 1.4352, -6.2480], [-3.3112, 0.7633, -4.8658], [-2.2390, -0.1079, -4.4964], [-1.0894, 0.5576, -3.9962], [-2.7689, 0.4575, -7.2807], [-1.0934, 2.2249, -6.2704], [-2.2605, 3.1976, -7.1505], [-2.2569, 3.2246, -5.3822], [-4.1122, 1.8670, -6.5219], [-4.2057, 0.1275, -4.9074], [-3.4958, 1.5035, -4.0777], [-1.3463, 1.4483, -3.4156], [-0.4211, 0.8146, -4.8197], [-0.5493, -0.1378, -3.3435], [-3.5060, -0.2450, -7.3466], [-1.9652, -0.0688, -6.9243], [-4.0559, 6.6554, -0.6525], [-3.4071, 5.3308, -0.2540], [-3.4818, 5.0326, 1.2612], [-2.5666, 5.7882, 2.0591], [-2.9865, 7.1161, 2.3330], [-2.0191, 5.3144, -0.7389], [-3.4278, 7.5205, -0.4226], [-4.2400, 6.6795, -1.7325], [-5.0190, 6.7891, -0.1487], [-3.9586, 4.5369, -0.7709], [-3.2039, 3.9808, 1.4114], [-4.5046, 5.1385, 1.6429], [-4.0707, 7.1903, 2.4574], [-2.6432, 7.7849, 1.5420], [-2.5077, 7.4403, 3.2641], [-1.6250, 4.3887, -0.5683], [-1.4746, 5.9257, -0.1227]], "atomic_forces_ev_per_a": [[-1.261, -0.462, 0.150], [0.454, 2.406, -2.740], [-1.760, 1.229, 3.561], [-2.437, -1.589, 0.343], [1.500, 0.139, -1.051], [-1.065, 0.003, 1.045], [-0.196, 0.009, -3.095], [0.338, -0.067, 0.492], [-0.563, 4.316, -0.349], [3.067, -1.122, 2.208], [-0.229, -1.632, -3.214], [0.950, 3.400, 5.014], [-0.625, -1.737, 0.804], [0.656, 0.418, -0.375], [0.090, 0.430, -0.764], [0.563, -0.671, -1.380], [-1.341, 1.785, 0.103], [2.382, -3.006, -1.396], [0.223, 0.347, 4.114], [-2.998, -1.699, -0.094], [-1.052, 3.017, -2.470], [4.100, -1.418, -1.345], [-1.811, 0.273, -1.351], [0.556, 3.828, 0.896], [1.991, -3.047, -3.402], [-3.170, -3.439, -0.355], [-0.827, -0.140, -0.745], [0.479, -2.226, 1.069], [1.371, 0.141, -2.342], [2.892, -2.327, -5.946], [-2.867, 1.593, 8.526], [1.282, -1.558, 1.675], [1.536, 0.108, -1.691], [-2.263, -0.120, -0.503], [0.814, -2.031, 0.626], [-1.750, 0.077, 1.776], [0.152, 2.286, -0.198], [1.444, -1.560, -1.498], [-1.561, -1.663, 0.553], [-0.096, 1.532, 1.670], [-1.785, -2.014, -0.455], [1.114, -0.043, -1.829], [-1.110, 0.279, -2.053], [-0.684, 0.805, -0.655], [0.730, 1.445, -2.322], [-1.347, 0.613, 1.201], [0.866, 1.315, 2.170], [1.646, -0.891, 1.609], [0.732, 0.747, 1.699], [1.144, 0.977, 1.561], [-2.328, 1.032, 0.768], [1.041, 1.592, 0.619], [0.812, -1.773, -0.752], [-0.282, -0.123, -0.075], [0.154, 0.338, -0.378], [0.216, -0.293, 0.185], [-0.326, 0.020, 0.486], [0.354, 0.095, -0.238], [0.204, 0.318, 0.297], [0.042, -0.032, 0.170], [0.141, 0.156, 0.082], [0.077, -0.055, -0.043], [0.110, 0.104, 0.075], [0.024, 0.070, -0.191], [-0.067, 0.049, -0.167], [-0.015, -0.102, -0.015], [-0.213, 0.175, -0.033], [-0.113, -0.223, 0.126], [-0.120, -0.123, -0.141], [-0.205, -0.290, 0.037], [0.170, -0.048, 0.258], [-0.331, -0.382, -0.095], [0.054, -0.008, -0.314], [0.266, 0.413, 0.461], [-0.173, -0.169, -0.394], [-0.307, 0.234, -0.134], [0.009, 0.185, -0.046], [-0.168, 0.045, -0.118], [0.035, -0.048, -0.088], [-0.104, 0.055, -0.097], [-0.067, -0.189, -0.021], [-0.014, -0.149, 0.087], [0.098, -0.004, -0.010], [-0.044, -0.048, 0.247], [0.181, 0.171, 0.015], [0.119, -0.138, 0.077], [0.288, 0.108, 0.140], [0.011, 0.299, -0.076], [0.424, -0.171, 0.109], [-0.248, -0.198, -0.250], [-0.177, 0.462, 0.232], [0.083, -0.431, -0.199], [-0.106, -0.269, 0.369], [-0.154, -0.055, 0.017], [0.003, -0.180, 0.139], [0.018, -0.049, -0.068], [0.009, -0.152, 0.097], [0.238, -0.009, -0.003], [0.163, 0.086, 0.010], [-0.046, 0.070, -0.076], [0.078, 0.227, 0.114], [-0.132, 0.041, -0.108], [0.088, 0.168, -0.136], [-0.175, 0.226, -0.196], [-0.192, 0.105, -0.226], [0.032, 0.383, 0.292], [0.245, -0.253, -0.063], [-0.409, -0.280, -0.224], [0.411, 0.131, 0.206], [0.305, -0.202, 0.311], [-0.032, -0.170, 0.039], [0.082, -0.044, 0.191], [0.124, -0.014, -0.048], [0.110, -0.041, 0.135], [0.077, 0.181, 0.028], [0.022, 0.170, -0.052], [0.038, -0.034, -0.100], [-0.217, 0.146, 0.009], [-0.087, -0.188, -0.139], [-0.133, 0.034, -0.123], [-0.243, -0.015, -0.240]], "charge": 1, "orbital_gap_ev": 6.255, "total_energy_ev": -174024.3038, "multiplicity": 1, "max_force_ev_per_a": 9.1, "homo_ha": -0.38166}